Below is a 4-piece molecular cluster, C3H14N2O3 overall in a non-equilibrium geometry, with properties calculated with ωB97M-V/def2-TZVPD.

Structure (ORCA input):
```
! wB97M-V def2-TZVPD RIJCOSX def2/J DEFGRID3
* xyz 1 2
O 1.719 0.515 -2.004
H -1.155 -2.032 -1.570
H 1.164 1.871 -0.629
H 1.329 -0.355 -2.036
H -0.133 1.129 1.301
H 0.124 0.529 3.010
H 2.074 0.873 -2.823
H 1.604 3.329 -0.157
H -1.340 -1.440 2.277
C -0.548 -1.750 -0.712
C -0.464 0.477 2.107
H 0.412 -1.404 1.766
H -2.373 0.619 -0.602
H 0.879 -2.841 -1.648
C -0.585 -0.975 1.647
O 0.885 2.675 -0.168
N 0.705 -2.207 -0.894
H -1.437 0.934 2.293
O -2.077 1.515 -0.427
H -1.180 1.566 -0.773
N -1.013 -1.126 0.284
H 1.408 -1.902 -0.243
*
```

Calculated values
E	-12451.493	eV
⟨S²⟩	0.76
highest occupied orbital energy (alpha / beta)	-14.243 / -14.240	eV
LUMO (alpha / beta)	-3.89 / -8.21	eV
ΔE to the lowest compared entry with this formula, charge and spin	62.0	kcal/mol

Below is one molecule with the formula C3H9NS in a non-equilibrium geometry, with properties calculated with ωB97M-V/def2-TZVPD.

Structure (ORCA input):
```
! wB97M-V def2-TZVPD RIJCOSX def2/J DEFGRID3
* xyz 0 1
H -1.203 -0.543 1.085
H 0.244 -2.233 -0.560
C -0.767 0.473 1.031
N -1.736 1.442 1.512
H -1.193 2.347 1.356
H -1.359 1.089 -1.063
H -2.048 1.197 2.446
S 1.318 -1.370 -0.400
C -0.416 0.808 -0.442
H 1.209 0.625 -1.952
H -0.092 1.852 -0.382
H 0.105 0.130 1.443
C 0.453 0.039 -1.341
H -0.213 -0.550 -2.046
*
```

Calculated values
E	-15580.697	eV
SMILES	NCCCS
highest occupied orbital energy	-9.007	eV
LUMO	0.85	eV
ΔE to the lowest compared entry with this formula, charge and spin	37.7	kcal/mol

Below is C63H42N4O8OsP2S2 as an isolated structure in a non-equilibrium geometry, with properties calculated with ωB97M-V/def2-TZVPD.

Structure (ORCA input):
```
! wB97M-V def2-TZVPD RIJCOSX def2/J DEFGRID3
* xyz 2 5
C 1.120 -3.781 3.335
H -0.512 6.269 4.725
H 2.009 1.645 2.784
C -0.033 -1.598 -5.249
C -2.152 -0.117 2.600
C 3.489 0.629 -4.700
H -4.791 1.994 2.289
C -0.169 -0.520 -4.364
C 4.861 3.182 1.083
C -0.510 0.816 -4.810
O 1.633 -2.142 1.592
H 0.082 -3.429 -8.253
C -0.840 -4.023 -0.530
C 1.335 1.881 3.593
C 3.387 -1.535 0.221
H 3.760 0.784 -5.737
C 2.902 0.240 -1.988
C -2.447 -2.240 -0.307
H 3.061 2.702 -4.328
C 0.078 1.281 3.636
H 5.133 -0.922 -0.867
C -2.844 -1.279 2.924
H -0.897 -0.998 5.078
H 0.633 -4.977 5.036
C -3.122 -4.543 -0.265
C -0.257 7.415 2.900
H 3.751 2.782 -0.684
H -1.063 2.740 6.478
H 2.719 3.228 4.521
C -0.589 3.877 -1.922
C 5.462 -2.772 0.145
C 4.030 0.699 1.975
O 1.149 -3.888 -1.684
C -1.107 -2.640 -0.395
C -4.925 -0.073 2.861
C 2.806 1.507 -2.568
C 1.735 2.777 4.573
H -0.548 4.115 3.253
O 1.002 -5.329 -0.085
C 0.083 -3.039 -7.244
S -0.134 7.102 1.231
C -1.816 -4.976 -0.412
H 0.235 2.800 1.671
C -0.008 3.110 0.667
H 0.381 -3.333 -3.937
O -0.070 -1.831 -0.334
S -0.191 -1.381 -6.976
C -4.228 -1.250 3.065
N -0.018 2.163 -0.256
H -0.208 8.434 3.262
C 1.024 -2.525 2.750
C 5.285 2.718 2.318
O -5.314 -5.144 0.077
H 1.186 3.771 6.397
C 0.214 -1.538 3.326
C -0.417 5.117 2.857
H -2.341 1.963 2.070
H -1.085 3.444 -5.280
H 5.219 1.082 3.711
C -2.869 1.059 2.360
C -0.387 2.506 5.665
H 3.261 -4.308 2.185
C 4.915 -3.715 0.999
H -6.002 -0.055 2.969
C -4.244 1.082 2.491
C 3.519 -0.645 -4.153
H 3.776 -1.497 -4.771
Os 0.081 0.096 -0.041
H -0.526 -3.138 6.230
P -0.336 -0.037 2.421
H 3.735 -0.284 2.326
H 5.201 4.142 0.714
N -4.194 -5.551 -0.152
C 0.295 -3.758 -6.067
H -0.693 1.016 -5.860
O -3.878 -6.717 -0.294
H 0.480 -4.823 -6.054
C -0.283 5.393 1.496
C 3.233 -0.841 -2.807
H 0.338 -1.697 -2.607
C 0.875 3.084 5.619
H 2.466 2.351 -1.982
C 0.236 -2.962 -4.945
C 3.112 1.704 -3.907
C 4.874 1.468 2.758
H 1.596 -4.600 2.822
C 3.583 1.161 0.734
C -2.879 -0.790 -0.346
H -2.314 -2.210 3.075
C 4.698 -1.682 -0.230
O -1.939 0.120 -0.335
C -0.276 4.458 0.406
H -1.088 5.204 -3.569
N 0.543 -4.446 -0.780
C -0.552 4.833 -0.931
C 0.056 -0.722 -2.990
C 4.021 2.409 0.290
H 5.949 3.320 2.927
C -0.343 1.536 -2.531
C -3.443 -3.202 -0.247
H 3.244 -1.845 -2.406
H -1.585 -6.031 -0.463
O -4.055 -0.532 -0.458
P 2.507 0.007 -0.212
C -0.401 6.266 3.649
C -0.791 1.614 4.678
C -0.591 1.837 -3.898
C -0.311 -1.769 4.597
H -4.473 -2.879 -0.181
C -0.119 -2.980 5.240
H 6.476 -2.877 -0.216
H -4.757 -2.157 3.330
C 2.872 -2.468 1.127
N -0.030 0.242 -2.113
C 0.548 -3.998 4.579
C -0.874 4.175 -3.304
C -0.875 3.209 -4.242
C -0.334 2.524 -1.568
C 3.632 -3.566 1.502
H 5.497 -4.578 1.299
H -1.780 1.180 4.729
H -0.764 5.870 -1.172
*
```

Calculated values
E	-131050.349	eV
⟨S²⟩	6.09
highest occupied orbital energy (alpha / beta)	-10.608 / -12.550	eV
LUMO (alpha / beta)	-5.20 / -7.96	eV
ΔE to the lowest compared entry with this formula, charge and spin	0.0	kcal/mol

Below is one molecule with the formula C11H21N3O3 in a non-equilibrium geometry, with properties calculated with ωB97M-V/def2-TZVPD.

Structure (ORCA input):
```
! wB97M-V def2-TZVPD RIJCOSX def2/J DEFGRID3
* xyz 0 1
H -1.255 0.095 -1.000
H -4.819 1.675 0.820
H 3.761 1.245 -2.592
C -0.610 0.928 0.734
C 3.001 -1.076 -1.245
O 0.280 1.048 1.599
C 0.545 -0.851 -0.470
C 2.465 0.043 -3.553
H -3.533 0.886 3.460
H 2.364 -0.288 -4.612
C -3.642 1.633 2.659
C 2.702 -1.247 -2.735
H 2.313 -0.220 0.557
O 1.342 -2.673 0.835
O -0.692 -1.941 1.368
H -4.293 2.412 3.028
H 1.521 0.534 -3.304
C 1.973 -0.271 -0.426
C -4.236 0.982 1.385
C -1.998 1.589 0.859
N 3.640 0.900 -3.538
H -4.863 0.126 1.573
N -3.073 0.582 0.635
H -2.157 3.231 2.232
H 3.556 -1.759 -3.201
H 1.875 -1.963 -2.843
C 0.294 -1.881 0.648
H 0.423 -1.378 -1.412
N -0.468 0.169 -0.381
C -2.195 2.144 2.302
H -2.803 -0.286 1.084
H -2.120 2.382 0.090
H 1.956 0.773 -0.787
H 3.459 1.752 -4.112
H 1.056 -3.301 1.576
H -1.472 1.767 3.027
H 3.953 -0.558 -1.155
H 3.155 -2.111 -0.817
*
```

Calculated values
E	-22361.089	eV
SMILES	NCCCC[C@H](NC(=O)[C@@H]1CCCN1)C(=O)O
highest occupied orbital energy	-9.136	eV
LUMO	0.64	eV
ΔE to the lowest compared entry with this formula, charge and spin	22.7	kcal/mol

Below is a 2-piece molecular cluster, C8H16N2 overall in a non-equilibrium geometry, with properties calculated with ωB97M-V/def2-TZVPD.

Structure (ORCA input):
```
! wB97M-V def2-TZVPD RIJCOSX def2/J DEFGRID3
* xyz 1 2
H 0.399 1.281 3.445
C 0.383 1.577 2.393
C 1.765 1.771 1.804
H -0.186 0.826 1.828
C 2.593 2.761 2.634
H -2.683 -1.988 0.991
H 2.027 3.693 2.748
H 2.723 2.389 3.652
H 1.129 -0.945 -0.420
H -0.123 -1.612 1.624
C -1.890 -1.559 0.390
H 1.346 -0.920 -2.861
H 0.104 -2.008 -3.621
C -0.978 -0.718 -1.323
H 0.582 -0.482 -4.361
H -0.260 2.461 2.390
H -0.600 0.788 -2.636
H -1.709 -0.437 -3.263
C 0.052 -0.992 -0.351
H 3.586 2.866 2.221
N -2.147 -1.098 -0.812
H 2.342 0.843 1.730
N -0.546 -1.533 0.700
C -0.776 -0.286 -2.720
H 1.674 2.229 0.821
C 0.405 -0.990 -3.413
*
```

Calculated values
E	-11527.523	eV
⟨S²⟩	0.76
highest occupied orbital energy (alpha / beta)	-14.437 / -14.437	eV
LUMO (alpha / beta)	-3.80 / -7.63	eV
ΔE to the lowest compared entry with this formula, charge and spin	0.0	kcal/mol

Below is an isolated ion of composition C6H10N and charge +1 in a non-equilibrium geometry, with properties calculated with ωB97M-V/def2-TZVPD.

Structure (ORCA input):
```
! wB97M-V def2-TZVPD RIJCOSX def2/J DEFGRID3
* xyz 1 1
H -1.334 -0.964 1.649
C -2.069 1.145 -0.552
C 1.602 0.084 0.113
H -1.063 -1.818 0.145
H 1.145 1.128 2.106
N -1.228 0.259 -0.139
H -3.199 0.947 -0.697
H -2.713 -1.175 0.356
H 2.167 -1.742 -0.545
H 3.451 -0.611 -0.092
H 0.320 1.592 -0.795
H -1.711 2.035 -0.930
H 2.348 -0.596 -1.694
C 2.500 -0.747 -0.608
C 0.285 0.780 -0.035
C 1.125 0.707 1.195
C -1.628 -1.023 0.523
*
```

Calculated values
E	-7863.770	eV
SMILES	C=[N+](C)[C@H]1C=C1C
highest occupied orbital energy	-14.074	eV
LUMO	-4.46	eV
ΔE to the lowest compared entry with this formula, charge and spin	59.5	kcal/mol

Below is C33H32GeN4O2OsS6 as an isolated structure in a non-equilibrium geometry, with properties calculated with ωB97M-V/def2-TZVPD.

Structure (ORCA input):
```
! wB97M-V def2-TZVPD RIJCOSX def2/J DEFGRID3
* xyz 2 1
N 1.282 2.896 2.495
H -0.080 1.509 -3.706
C -3.483 0.815 -6.126
H -4.419 -0.817 -2.722
H 0.163 4.609 5.166
H -3.240 1.246 -7.087
H -0.859 -2.718 -0.843
O 2.219 1.045 0.143
C -2.099 -0.963 -0.991
C -0.049 -1.450 3.429
H -1.174 -2.624 4.698
C 3.887 -0.788 3.153
C 4.445 -1.429 2.098
C -1.641 -2.128 -0.380
S 5.097 -3.010 2.442
C -0.214 1.225 -2.660
C -4.818 0.576 -5.786
H -1.846 -3.484 1.264
H 1.298 -4.699 -5.505
H -0.146 2.219 6.431
C 1.157 1.085 -2.010
C -3.631 -0.635 0.853
C -2.493 0.472 -5.240
C -0.809 2.166 5.564
H -1.386 3.088 5.526
C 0.646 -1.557 -4.442
S 0.981 -1.472 2.068
C 1.861 3.896 1.831
H -3.455 0.704 -0.798
C -2.188 -2.555 0.822
H -1.521 1.360 5.730
C -0.993 -3.109 -3.595
H 1.032 -0.550 -4.550
C 0.644 4.423 4.218
C 1.876 5.191 2.322
N -0.361 -0.313 4.110
N 0.156 0.888 3.677
C -3.184 -1.814 1.438
H -0.926 -0.330 4.947
C -2.816 -0.055 -3.959
C 1.294 -2.596 -5.090
S 4.729 -0.939 0.441
H -0.774 2.034 -2.188
C 0.654 3.150 3.670
H 2.330 3.627 0.894
H -5.602 0.812 -6.494
Os 1.281 0.846 2.007
C 4.734 -3.083 4.148
C -0.345 -4.147 -4.244
H 1.698 0.203 -2.366
H -1.899 -3.314 -3.036
C -0.482 -1.807 -3.656
H 2.178 -2.400 -5.680
C -0.018 2.002 4.309
C -3.093 -0.218 -0.355
S 3.999 -1.608 4.711
H 1.793 1.939 -2.257
C 1.131 1.007 -0.518
C 1.269 5.456 3.536
H 4.732 1.302 1.367
H 2.368 5.970 1.757
H -3.631 -2.161 2.361
O 0.065 0.921 0.151
H 5.252 1.223 -0.318
H -6.196 -0.181 -4.310
H 1.276 6.454 3.951
H -1.455 0.619 -5.511
C -5.156 -0.003 -4.549
S 5.072 -4.347 5.096
H -4.410 -0.054 1.327
C 5.338 0.750 0.657
Ge -1.356 -0.366 -2.674
H -0.339 -3.444 3.430
C 0.800 -3.891 -4.987
H 6.379 0.733 0.970
C -4.166 -0.348 -3.664
H -0.739 -5.153 -4.183
S 2.945 0.679 3.375
N -0.570 -2.579 3.893
*
```

Calculated values
E	-168776.381	eV
highest occupied orbital energy (alpha / beta)	-11.893 / -11.893	eV
LUMO (alpha / beta)	-8.76 / -8.77	eV
ΔE to the lowest compared entry with this formula, charge and spin	26.5	kcal/mol

- The lowest E belongs to which entry?
  C33H32GeN4O2OsS6

- Which of these has the highest E?
  C6H10N

- Which value of ΔE to the lowest compared entry with this formula, charge and spin does entry 4 give?
  22.7 kcal/mol